{"formula": "C31H38N", "method": "wB97M-V/def2-TZVPD", "species": ["C", "C", "C", "C", "C", "C", "C", "C", "C", "C", "C", "C", "C", "C", "C", "C", "C", "C", "C", "C", "C", "C", "H", "H", "H", "H", "H", "H", "H", "H", "H", "H", "H", "H", "H", "H", "H", "H", "H", "H", "H", "H", "H", "H", "H", "H", "H", "H", "H", "H", "H", "C", "C", "C", "C", "C", "C", "C", "C", "N", "C", "H", "H", "H", "H", "H", "H", "H", "H", "H"], "positions_angstrom": [[-4.3830, 1.9051, 3.6118], [-3.5808, 0.8969, 2.8345], [-2.9119, -0.1371, 3.4660], [-2.2401, -1.1193, 2.7252], [-1.5556, -2.1638, 3.5614], [-2.2403, -1.0342, 1.2971], [-1.5270, -2.0137, 0.3821], [-2.1548, -3.4354, 0.4948], [-0.0535, -1.8413, 0.5442], [0.6233, -0.4713, 0.0666], [2.0195, -0.3474, 0.8904], [2.5597, 0.9427, 0.9710], [1.8092, 2.1523, 0.4087], [3.8130, 1.2216, 1.5273], [4.5192, 0.1942, 2.1816], [5.8318, 0.5408, 2.8344], [3.9946, -1.0857, 2.2146], [2.7629, -1.3811, 1.6329], [2.4009, -2.8176, 1.8360], [-2.8689, 0.0482, 0.6900], [-2.8501, 0.1661, -0.8164], [-3.5235, 1.0107, 1.4496], [-4.7972, 2.6312, 2.8958], [-5.2145, 1.4298, 4.1587], [-3.7372, 2.4197, 4.3401], [-2.9461, -0.1970, 4.5623], [-1.5018, -3.1441, 3.0762], [-0.5388, -1.8552, 3.8735], [-2.1334, -2.2962, 4.4944], [-1.6750, -1.7940, -0.6625], [-3.1888, -3.4032, 0.1375], [-1.6081, -4.1988, -0.0766], [-2.2006, -3.7846, 1.5375], [0.1341, -2.2868, 1.5700], [0.4387, -2.5646, -0.0846], [-0.0011, 0.3177, 0.7321], [2.4592, 3.0448, 0.3932], [1.4751, 2.0421, -0.6312], [0.9530, 2.3513, 1.0689], [4.2374, 2.2239, 1.5553], [6.2444, -0.3737, 3.3026], [6.5405, 0.8829, 2.0543], [5.7195, 1.3607, 3.5772], [4.6112, -1.8087, 2.7587], [3.2510, -3.4242, 2.1502], [1.7498, -2.8459, 2.7024], [1.9668, -3.3270, 0.9881], [-3.3545, 1.0910, -1.1114], [-1.8239, 0.2023, -1.2142], [-3.3688, -0.6795, -1.2983], [-4.0274, 1.8536, 0.9624], [-0.5384, 3.2118, -2.6076], [-0.2839, 2.3080, -3.7775], [-0.3966, 2.9541, -5.0241], [-0.1517, 2.2815, -6.2202], [0.2641, 0.9553, -6.1583], [0.3950, 0.2852, -4.9313], [0.8964, -1.1149, -4.9776], [0.0962, 0.9291, -3.6787], [0.2671, 0.2546, -2.4189], [0.5153, -0.4610, -1.4386], [-0.3855, 2.6951, -1.6647], [0.1347, 4.0867, -2.6706], [-1.5663, 3.6082, -2.6525], [-0.6616, 4.0155, -5.0692], [-0.2774, 2.8091, -7.1676], [0.5078, 0.4516, -7.1048], [1.0145, -1.4999, -3.9676], [0.2121, -1.7318, -5.5689], [1.8501, -1.1367, -5.5174]], "forces_ev_per_angstrom": [[0.022, 0.153, 0.013], [-0.298, 0.476, -0.108], [0.001, -0.310, -0.377], [-0.123, 0.537, -0.375], [0.141, -0.503, 0.396], [0.046, 0.066, 0.716], [-1.163, -0.154, -0.209], [0.655, -0.085, 0.635], [1.045, -1.851, 0.745], [-0.522, -1.948, 5.116], [0.960, -0.844, 0.050], [0.235, 1.249, -1.052], [0.362, 0.038, 0.019], [-0.219, -1.394, 0.854], [-0.055, 1.450, -0.406], [0.319, -0.285, -0.096], [0.003, 1.091, 0.137], [-0.220, 0.353, -1.554], [-0.071, -0.543, 0.240], [-0.087, 0.230, -0.283], [-0.223, 0.323, -0.196], [-0.095, -0.079, 0.057], [0.050, -0.079, 0.512], [0.328, 0.184, -0.202], [-0.335, -0.042, -0.189], [0.071, -0.078, -0.492], [0.191, 0.298, 0.249], [-0.368, -0.126, -0.272], [0.315, -0.017, -0.413], [-0.670, 0.493, -0.331], [0.209, 0.097, -0.031], [-0.074, 0.285, 0.014], [0.010, 0.061, -0.507], [0.517, 1.736, -0.969], [0.115, -0.671, -0.378], [0.771, -0.917, -2.849], [-0.297, -0.432, 0.236], [-0.090, -0.190, 0.299], [0.038, 0.161, -0.353], [-0.330, -0.121, -0.179], [-0.019, 0.693, -0.036], [-0.240, -0.138, 0.478], [0.084, -0.643, -0.406], [-0.662, -0.156, -0.325], [0.223, 0.316, -0.185], [-0.556, -0.327, 0.026], [-0.208, -0.016, -0.015], [0.043, -0.147, -0.065], [-0.566, 0.059, 0.145], [0.168, 0.336, 0.119], [0.178, -0.365, 0.129], [-0.086, 0.180, 0.186], [0.012, 0.194, 0.315], [0.167, -0.785, -0.140], [-0.044, 0.030, 0.634], [-0.137, 0.237, 0.194], [0.014, 0.015, 0.450], [0.070, -0.171, -0.200], [0.048, 0.749, -1.883], [1.730, -4.095, 4.169], [-1.577, 7.311, -4.201], [-0.082, 0.155, 0.205], [-0.230, -0.459, 0.176], [0.340, -0.241, 0.132], [0.030, -0.456, 0.293], [0.142, -0.278, 0.248], [-0.095, -0.037, 0.685], [0.109, -0.402, -0.232], [0.031, -0.087, 0.327], [-0.048, -0.077, 0.312]], "de_lowest_kj_mol": 247.2, "homo_ha": -0.4043, "total_charge": 1}